# C28H33N5O4ReSe

A structure of composition C28H33N5O4ReSe in a non-equilibrium geometry (the ωB97M-V functional and the def2-TZVPD basis, OMol25).

As for the LUMO energy (spin up / spin down): -8.37 / -7.95 eV. The value obtained for the frontier orbital gap (spin up / spin down) is 6.255 / 6.493 eV. The net charge is +2. As for the expectation value of S²: 0.757. Its highest occupied orbital energy (spin up / spin down) is -14.626 / -14.444 eV. For the energy above the lowest of the compared OMol25 structures with the same formula, charge and spin, the calculation gives 0.00 kcal per mole. The spin multiplicity is 2. As for the maximum force: 0.042 Eh/bohr.

Structure (XYZ):
```
72
C28H33N5O4ReSe (the ωB97M-V functional and the def2-TZVPD basis)
Re 1.78 1.18 -0.85
C -4.13 -0.50 -4.37
C -4.15 -0.10 -2.88
C -4.98 1.19 -2.71
C -4.82 -1.22 -2.08
C -2.74 0.17 -2.43
C -1.96 1.14 -3.06
C -0.68 1.41 -2.61
N -0.14 0.77 -1.56
C -0.86 -0.21 -0.96
C -2.14 -0.51 -1.37
C -0.14 -0.89 0.13
C -0.68 -1.91 0.88
C 0.06 -2.53 1.89
C 1.36 -2.07 2.08
C 1.85 -1.04 1.30
N 1.12 -0.44 0.34
C -0.55 -3.65 2.71
C -1.81 -3.12 3.42
C 0.42 -4.18 3.77
C -0.93 -4.79 1.76
H -5.14 -0.76 -4.69
H -3.49 -1.37 -4.53
H -3.77 0.31 -5.01
H -6.00 1.00 -3.05
H -4.58 2.02 -3.30
H -5.02 1.49 -1.67
H -5.83 -1.36 -2.47
H -4.91 -0.97 -1.02
H -4.30 -2.17 -2.19
H -2.32 1.69 -3.91
H -0.07 2.16 -3.10
H -2.68 -1.30 -0.87
H -1.69 -2.24 0.68
H 2.01 -2.50 2.83
H 2.86 -0.68 1.45
H -1.56 -2.30 4.10
H -2.26 -3.92 4.00
H -2.56 -2.75 2.71
H 0.69 -3.41 4.49
H 1.32 -4.59 3.32
H -0.06 -4.99 4.32
H -1.68 -4.49 1.03
H -1.34 -5.62 2.33
H -0.05 -5.16 1.22
N 3.13 2.90 1.68
C 4.04 2.07 1.07
C 5.35 2.12 1.55
C 6.32 1.30 1.00
C 5.95 0.43 -0.02
C 4.65 0.41 -0.44
N 3.69 1.23 0.07
C 1.79 3.16 1.53
C 1.26 4.13 2.40
C -0.06 4.47 2.33
C -0.87 3.82 1.40
C -0.30 2.87 0.60
N 1.01 2.51 0.65
H 3.56 3.49 2.38
H 5.60 2.80 2.36
H 7.33 1.34 1.37
H 6.67 -0.23 -0.48
H 4.34 -0.27 -1.22
H 1.92 4.62 3.11
H -0.47 5.23 2.99
H -1.92 4.05 1.29
H -0.91 2.36 -0.13
O 2.23 1.84 -4.62
Se 2.99 1.71 -3.26
O 2.51 0.27 -2.45
O 2.22 2.68 -2.06
O 4.54 1.88 -3.15
```

=====

# C28H34BrCl6O2RuSSi

A structure of composition C28H34BrCl6O2RuSSi in a non-equilibrium geometry (the ωB97M-V functional and the def2-TZVPD basis, OMol25).

As for the LUMO energy (spin up / spin down): 0.09 / -1.83 eV. The value obtained for the frontier orbital gap (spin up / spin down) is 7.347 / 5.354 eV. As for the expectation value of S²: 8.765. Its highest occupied orbital energy (spin up / spin down) is -7.258 / -7.186 eV. For the energy above the lowest of the compared OMol25 structures with the same formula, charge and spin, the calculation gives 26.65 kcal per mole. The spin multiplicity is 6. As for the maximum force: 0.062 Eh/bohr.

Structure (XYZ):
```
74
C28H34BrCl6O2RuSSi (the ωB97M-V functional and the def2-TZVPD basis)
Ru -2.03 -1.59 -0.92
C 4.63 -1.12 4.35
C 3.11 -1.18 4.56
C 2.71 0.08 5.35
C 2.80 -2.43 5.40
C 2.32 -1.22 3.27
C 0.93 -1.35 3.30
C 0.22 -1.35 2.13
Br -1.68 -1.58 2.16
C 0.81 -1.23 0.84
O 0.11 -1.23 -0.22
C 2.24 -1.15 0.82
C 2.93 -1.12 2.01
C 2.94 -1.10 -0.53
C 2.56 -2.36 -1.33
C 4.47 -1.08 -0.42
C 2.51 0.17 -1.28
H 5.12 -1.11 5.32
H 4.92 -0.21 3.82
H 4.99 -1.99 3.80
H 3.24 0.10 6.30
H 1.64 0.10 5.55
H 2.97 0.97 4.79
H 3.40 -2.41 6.31
H 3.05 -3.33 4.85
H 1.76 -2.47 5.69
H 0.39 -1.44 4.23
H 4.00 -1.03 1.98
H 2.87 -3.25 -0.79
H 3.05 -2.36 -2.30
H 1.49 -2.40 -1.48
H 4.84 -1.96 0.10
H 4.82 -0.18 0.09
H 4.90 -1.08 -1.42
H 1.42 0.21 -1.35
H 2.93 0.18 -2.28
H 2.85 1.05 -0.73
Cl -0.39 -0.90 -3.06
C -1.34 -1.33 -4.49
Cl -3.02 -1.53 -3.95
H -0.95 -2.27 -4.89
H -1.28 -0.53 -5.22
O -1.91 0.83 -0.01
S -1.36 1.53 -1.19
C -1.42 3.31 -0.86
C -2.41 3.88 -0.08
C -2.45 5.25 0.07
C -1.50 6.05 -0.55
C -0.49 5.46 -1.30
C -0.46 4.09 -1.46
C -2.76 1.62 -2.34
C -4.05 1.52 -1.85
C -5.13 1.55 -2.71
C -4.91 1.70 -4.07
C -3.62 1.81 -4.56
C -2.54 1.78 -3.70
H -3.15 3.24 0.41
H -3.23 5.71 0.66
H -1.54 7.12 -0.44
H 0.25 6.08 -1.77
H 0.31 3.62 -2.06
H -4.19 1.39 -0.79
H -6.13 1.46 -2.32
H -5.75 1.72 -4.75
H -3.46 1.90 -5.62
H -1.53 1.88 -4.07
Cl -1.67 -4.05 -2.18
C -1.26 -3.88 -0.50
H -0.21 -4.09 -0.34
H -1.95 -4.44 0.12
Cl -5.66 -0.54 0.60
Si -4.47 -1.81 -0.57
Cl -4.90 -3.71 0.24
Cl -5.69 -1.92 -2.32
```